# 1
An isolated molecule of C2H5N3O. Source: the Open Molecules 2025 dataset; level of theory: ωB97M-V with the def2-TZVPD basis set.

```
11
Properties=species:S:1:pos:R:3:forces:R:3
O 0.6962 1.7548 -0.1924 0.2 -0.1 0.5
N -0.2397 -0.3500 -0.0656 0.1 -0.1 1.0
N 1.4749 0.1652 -1.6131 -0.9 -0.2 -0.1
N -1.5632 -0.7054 2.0964 -0.1 -0.8 0.3
C 0.6645 0.6048 -0.5582 -0.8 0.4 -0.3
C -0.8837 -0.0714 1.2251 -0.5 -1.2 0.7
H -1.9328 -1.6567 2.4193 1.3 1.6 -2.1
H -0.7248 0.9495 1.5719 0.4 0.1 -1.0
H 1.7295 1.0024 -2.1200 0.3 0.0 -0.1
H 0.9287 -0.4323 -2.2311 0.4 -0.1 0.0
H -0.1496 -1.2611 -0.5322 -0.4 0.4 1.1
```
Positions in Å, forces in eV/Å.

Output
Net charge: 0
HOMO level (Eh): -0.343
HOMO-LUMO gap (eV): 10.0
LUMO level (eV): 0.68

# 2
An isolated molecule of C2H5N3O. Source: the Open Molecules 2025 dataset; level of theory: ωB97M-V with the def2-TZVPD basis set.

```
11
Properties=species:S:1:pos:R:3:forces:R:3
O -1.1869 1.5379 0.7834 0.3 -0.2 -0.2
N 0.0396 -0.2601 0.0107 -0.1 -0.2 0.2
N -0.4312 -2.5717 -0.1069 1.0 -0.4 -0.2
N 0.9067 1.8838 -0.0824 -0.2 0.1 0.0
C -0.1838 1.0996 0.2688 -0.3 -0.2 0.2
C -0.7853 -1.3814 0.1884 1.0 -1.5 0.8
H 0.9883 -0.5111 -0.2542 -0.3 0.1 -0.1
H -1.4959 -1.7460 0.9202 -1.8 2.8 0.3
H 0.7298 2.8778 -0.0162 -0.1 -0.2 0.0
H 0.5517 -2.6551 -0.3236 0.6 0.0 -1.2
H 1.4722 1.6198 -0.8759 -0.1 -0.1 0.1
```
Positions in Å, forces in eV/Å.

Output
Net charge: 0
HOMO level (Eh): -0.361
HOMO-LUMO gap (eV): 10.4
LUMO level (eV): 0.60

# 3
An isolated molecule of C2H5N3O. Source: the Open Molecules 2025 dataset; level of theory: ωB97M-V with the def2-TZVPD basis set.

```
11
Properties=species:S:1:pos:R:3:forces:R:3
O -2.4110 -0.6104 -0.0805 -2.4 -0.8 -0.1
N -0.6779 0.8658 0.2398 0.2 0.9 0.7
N 1.7315 -1.0727 0.1285 -1.9 0.3 2.6
N 1.7184 0.2695 -0.2816 -1.5 2.4 0.8
C 0.6748 1.0747 -0.0925 1.9 -2.4 -0.3
C -1.2691 -0.3813 -0.1217 5.0 0.4 0.4
H 0.8770 2.1200 -0.1328 0.5 0.6 -0.6
H 1.2975 -1.0412 1.1976 2.0 -0.8 -3.4
H -0.2798 -1.0959 -0.3753 -2.9 1.2 0.2
H 2.6942 -1.4693 0.0106 -1.3 0.9 0.7
H -1.1393 1.7703 0.6218 0.4 -2.6 -1.1
```
Positions in Å, forces in eV/Å.

Output
Net charge: 0
HOMO level (Eh): -0.312
HOMO-LUMO gap (eV): 9.2
LUMO level (eV): 0.71

# 4
An isolated molecule of C2H5N3O2. Source: the Open Molecules 2025 dataset; level of theory: ωB97M-V with the def2-TZVPD basis set.

```
12
Properties=species:S:1:pos:R:3:forces:R:3
O 1.9221 0.8042 -0.6392 1.0 3.6 -1.2
O -2.3001 -0.6038 -0.4791 0.8 0.7 0.0
N 0.8209 -0.8908 0.2084 -1.5 0.3 1.6
N -0.8711 1.0145 0.4328 1.6 -3.5 1.3
N 0.1898 -0.0065 1.1655 -1.6 1.1 -1.8
C -1.8199 0.5077 -0.4602 -0.9 1.3 0.4
C 1.7987 -0.3538 -0.5894 0.2 -4.4 2.0
H -0.2351 1.7212 0.1146 0.0 0.4 -0.4
H 0.5737 -1.8674 0.2799 0.1 0.1 -0.4
H -0.3287 -0.5468 1.8997 0.3 0.5 -1.5
H -2.2849 1.4122 -1.0391 0.8 -1.4 0.5
H 2.5347 -1.1906 -0.8940 -0.9 1.2 -0.5
```
Positions in Å, forces in eV/Å.

Output
Net charge: 0
HOMO level (Eh): -0.354
HOMO-LUMO gap (eV): 10.4
LUMO level (eV): 0.76

# 5
An isolated molecule of C2H5N3O2. Source: the Open Molecules 2025 dataset; level of theory: ωB97M-V with the def2-TZVPD basis set.

```
12
Properties=species:S:1:pos:R:3:forces:R:3
O 1.4540 -1.1412 -0.7461 1.5 -3.1 -3.4
O 2.6009 1.1855 -0.0276 0.7 -1.4 -1.5
N -1.1817 1.0591 -0.7991 0.8 -0.5 2.2
N 1.6085 0.5991 0.4360 -0.5 3.6 3.8
N 1.0460 -0.5202 0.1862 -1.7 1.1 0.6
C -0.3938 -0.7187 0.5318 -0.9 -2.6 -2.0
C -1.3780 -0.1566 -0.5393 1.3 1.0 -0.8
H -0.6513 -1.8140 0.5458 1.3 0.7 0.0
H -0.6532 -0.4261 1.4849 -0.3 1.4 2.0
H -2.0396 -0.8583 -1.1106 0.2 0.5 0.9
H 1.3512 1.0933 1.3034 -1.1 -0.9 -0.2
H -1.7629 1.6982 -1.2654 -1.1 0.0 -1.6
```
Positions in Å, forces in eV/Å.

Output
Net charge: 0
HOMO level (spin up / spin down) (Eh): -0.308 / -0.308
HOMO-LUMO gap (spin up / spin down) (eV): 8.7 / 8.7
LUMO level (spin up / spin down) (eV): 0.34 / 0.34

# 6
A cluster of 2 separate species, C2H5N3O2 in total. Source: the Open Molecules 2025 dataset; level of theory: ωB97M-V with the def2-TZVPD basis set.

```
12
Properties=species:S:1:pos:R:3:forces:R:3
O 0.4861 1.0786 0.5577 0.2 0.0 0.0
O 1.7608 1.4081 -3.1089 2.9 0.5 -1.1
N 0.7999 0.7829 -2.6239 -5.5 9.8 -0.4
N 0.7644 -0.3839 -2.3555 -0.7 -14.3 3.1
N -0.2184 -0.0970 1.0772 -0.2 2.0 1.3
C -1.2945 -1.8326 -1.8100 2.4 1.8 -0.7
C -0.2603 -1.2075 -2.0278 2.7 4.2 -1.7
H -0.5956 -0.4118 0.2035 -1.2 -0.5 0.1
H -1.9352 -2.5362 -1.5099 -2.2 -2.2 0.9
H -0.9538 0.3956 1.7054 1.3 -1.4 -1.7
H 1.3259 0.7284 0.2251 -0.1 0.0 0.4
H -0.0484 1.3351 -2.4183 0.5 0.2 -0.2
```
Positions in Å, forces in eV/Å.

Output
2S+1: 3
Net charge: 0
HOMO level (spin up / spin down) (Eh): -0.272 / -0.359
HOMO-LUMO gap (spin up / spin down) (eV): 8.2 / 6.6
LUMO level (spin up / spin down) (eV): 0.84 / -3.19

# 7
A structure of composition C2H5N3O2S. Source: the Open Molecules 2025 dataset; level of theory: ωB97M-V with the def2-TZVPD basis set.

```
13
Properties=species:S:1:pos:R:3:forces:R:3
S -0.4486 -0.6248 1.5938 -1.4 -2.1 -0.1
O 0.0351 -1.5925 2.5239 0.6 0.1 0.5
O -1.2964 0.4010 2.0950 0.0 0.8 -0.4
N 2.4911 1.3237 2.3951 -1.2 -0.4 -0.9
N 0.3948 1.3660 -0.6264 1.7 -3.3 2.2
N -1.1739 -1.5338 0.4056 -0.7 -0.8 -0.5
C 0.9946 0.0743 0.7480 -2.6 1.0 -3.4
C 1.7270 0.8160 1.6821 2.5 1.0 1.6
H -1.8936 -2.3471 0.5188 2.2 2.4 0.3
H 1.5123 -0.8009 0.2925 -0.2 1.1 0.1
H 1.2835 1.9197 -0.6852 -1.6 -0.1 0.6
H -0.4200 1.7647 -0.1386 1.0 0.4 0.1
H -0.9432 -1.2530 -0.5366 -0.4 0.0 0.0
```
Positions in Å, forces in eV/Å.

Output
Net charge: 0
HOMO level (Eh): -0.392
HOMO-LUMO gap (eV): 10.0
LUMO level (eV): -0.69

# 8
An isolated molecule of C2H5N3O2S. Source: the Open Molecules 2025 dataset; level of theory: ωB97M-V with the def2-TZVPD basis set.

```
13
Properties=species:S:1:pos:R:3:forces:R:3
S 2.1378 -1.5196 0.9025 0.2 2.3 -1.8
O 1.0233 1.3981 -0.7603 -1.3 1.0 -0.8
O -0.2118 0.0485 1.2108 1.7 -1.7 -1.0
N -1.2463 -0.5315 -0.7175 0.3 -2.2 -2.0
N 0.5518 -1.8104 0.3632 -1.1 1.2 0.1
N -0.5226 1.2563 0.8472 -6.4 6.2 -0.2
C -0.0734 1.7976 -0.3902 0.5 -0.2 1.1
C -0.2875 -0.7788 0.0714 -1.5 -0.3 2.6
H 2.1567 -0.2681 0.0832 0.6 -2.1 1.5
H -1.3712 -1.2225 -1.5318 0.6 1.4 1.7
H -0.7671 2.6709 -0.9021 1.7 -2.1 1.5
H -1.6660 1.4592 1.0664 4.1 -0.6 -1.1
H 0.2763 -2.4997 -0.2427 0.6 -2.8 -1.7
```
Positions in Å, forces in eV/Å.

Output
Net charge: 0
HOMO level (Eh): -0.327
HOMO-LUMO gap (eV): 9.5
LUMO level (eV): 0.63

# 9
An isolated molecule of C2H5N3O3. Source: the Open Molecules 2025 dataset; level of theory: ωB97M-V with the def2-TZVPD basis set.

```
13
Properties=species:S:1:pos:R:3:forces:R:3
O -1.8194 -1.3496 -0.3569 0.4 0.5 -0.5
O 0.9918 -1.6495 -0.0643 -0.3 0.1 -0.3
O 0.2463 0.1831 -2.2242 -0.4 0.3 0.4
N 1.2373 -0.4476 0.6510 -0.3 0.0 0.4
N -1.2503 -0.0603 -0.2815 0.2 -0.7 -0.5
N 0.2509 1.5796 1.1807 -0.2 -0.2 -0.1
C 0.3611 0.4652 0.3612 1.4 0.9 -0.8
C -0.1281 0.6215 -1.1910 -0.6 -1.3 1.3
H 0.3530 2.4608 0.6970 0.0 -0.1 0.0
H -1.8491 0.5114 0.3083 0.0 0.2 -0.2
H 0.8266 1.5085 2.0098 -0.1 -0.1 0.0
H 1.8524 -1.9451 -0.3824 0.0 0.2 0.2
H -1.0725 -1.8779 -0.7075 -0.2 0.2 0.2
```
Positions in Å, forces in eV/Å.

Output
Net charge: 0
HOMO level (spin up / spin down) (Eh): -0.308 / -0.308
HOMO-LUMO gap (spin up / spin down) (eV): 8.5 / 8.5
LUMO level (spin up / spin down) (eV): 0.11 / 0.11

# 10
An isolated molecule of C2H5N3O3. Source: the Open Molecules 2025 dataset; level of theory: ωB97M-V with the def2-TZVPD basis set.

```
13
Properties=species:S:1:pos:R:3:forces:R:3
O -1.3828 1.7604 0.0907 -0.4 0.5 -0.4
O 0.4586 -2.4741 0.0799 -1.1 0.6 0.8
O -2.5751 0.0115 -0.3868 0.3 0.0 -0.1
N 1.6406 0.9565 -0.4727 -1.4 1.1 1.0
N -0.4308 -0.2051 0.2814 -0.7 -4.1 -0.6
N -1.5526 0.5738 -0.0485 1.2 -0.7 0.9
C 0.8290 0.4596 0.6538 0.4 -0.8 -0.9
C -0.5262 -1.8070 0.0359 2.0 3.6 -1.2
H 0.4098 1.2537 1.2561 1.0 0.5 0.3
H 1.4605 -0.2710 1.2206 -0.9 0.6 -0.3
H 1.0338 1.3966 -1.1411 -0.5 0.9 0.1
H -1.4441 -1.9705 -0.4921 -0.9 -0.6 0.3
H 2.0794 0.3156 -1.0772 0.8 -1.8 0.1
```
Positions in Å, forces in eV/Å.

Output
Net charge: 0
HOMO level (Eh): -0.375
HOMO-LUMO gap (eV): 9.9
LUMO level (eV): -0.28

Which energy relative to the best compared isomer or geometry (same formula, charge and spin) belongs to each record? In order, 133.6, 150.1, 320.5, 391.3, 772.2, 433.0, 382.3, 436.3, 574.5, 391.5 kJ/mol.